{
  "formula": "C3H8NOP",
  "method": "ωB97M-V/def2-TZVPD",
  "charge": 0,
  "e_tot_ha": -590.25611,
  "largest_force_ev_per_a": 4.14,
  "relative_energy_kj_mol": 517.9,
  "species": ["C", "C", "C", "N", "O", "P", "H", "H", "H", "H", "H", "H", "H", "H"],
  "xyz": [[-0.146043, 1.445463, 0.572014], [-0.803658, 0.796393, -0.639977], [-0.407101, -2.288143, -1.339832], [-0.449661, 0.022351, 0.536144], [0.387223, -2.305422, -0.278044], [0.624807, -1.264443, 0.890970], [0.884209, 1.771142, 0.437780], [-0.794360, 2.168664, 0.992564], [-1.826583, 0.844829, -0.791666], [-0.257642, 0.680864, -1.603211], [-0.786052, -1.311344, -1.568312], [1.722722, 1.438316, 2.039233], [-0.389753, -3.149770, -1.983258], [2.241891, 1.151100, 2.735595]],
  "atomic_forces_ev_per_a": [[-0.1577, -0.5525, -2.4548], [2.8264, -0.3411, -0.3085], [-0.1458, 0.3555, -0.0844], [-0.2361, 0.1248, 0.2992], [-0.1302, -1.0971, -0.6239], [0.5821, 1.2554, 1.1612], [-0.1892, -0.1918, -0.0959], [-0.4925, 0.1472, 1.3538], [-1.9377, 0.4708, -0.0839], [0.0120, 0.1209, 1.0039], [-0.4386, -0.2848, -0.5096], [2.3528, -1.2299, 3.1775], [0.0745, 0.0053, 0.0140], [-2.1200, 1.2174, -2.8489]],
  "nbo_charge": [-0.231, -0.235, -0.107, -0.766, -0.725, 0.964, 0.197, 0.208, 0.199, 0.192, 0.146, -0.036, 0.169, 0.025]
}


{
  "formula": "C30H39Ge2IN3NiS",
  "method": "ωB97M-V/def2-TZVPD",
  "charge": -1,
  "e_tot_ha": -7688.87924,
  "multiplicity": 3,
  "largest_force_ev_per_a": 0.82,
  "relative_energy_kj_mol": 56.1,
  "species": ["Ni", "C", "N", "C", "C", "C", "C", "C", "N", "C", "C", "C", "C", "C", "C", "H", "H", "H", "H", "H", "H", "H", "H", "H", "H", "H", "C", "C", "Ge", "C", "C", "C", "C", "Ge", "C", "C", "C", "C", "C", "C", "C", "C", "C", "C", "H", "H", "H", "H", "H", "H", "H", "H", "H", "H", "H", "H", "H", "H", "H", "H", "H", "H", "H", "H", "H", "H", "H", "H", "H", "H", "I", "C", "H", "H", "S", "C", "N"],
  "xyz": [[-0.014966, -1.122109, 0.371155], [-0.965573, -1.069517, 3.453145], [0.122062, -1.076605, 2.461675], [1.322534, -1.159700, 2.921953], [2.422168, -1.140331, 2.022500], [3.806880, -1.158455, 2.215425], [4.363888, -1.027242, 0.942535], [3.288103, -0.934571, 0.049803], [2.116611, -1.006034, 0.694350], [-1.208887, -2.430552, 4.057483], [-0.716250, -2.756256, 5.314662], [-0.904135, -4.026688, 5.844722], [-1.594175, -4.981717, 5.117833], [-2.103130, -4.659695, 3.865493], [-1.914695, -3.393932, 3.338640], [-1.872616, -0.727304, 2.958862], [-0.721370, -0.350772, 4.243927], [1.501801, -1.234258, 3.996844], [4.328824, -1.259062, 3.154595], [5.412117, -1.001582, 0.687655], [3.329438, -0.794255, -1.019815], [-0.178185, -2.006394, 5.884501], [-0.510225, -4.266419, 6.824786], [-1.741771, -5.974049, 5.525863], [-2.652696, -5.399355, 3.296991], [-2.326868, -3.138991, 2.371811], [-1.953449, -1.750361, -4.005999], [-1.874554, -1.460491, -2.510854], [-0.109341, -0.730582, -2.043459], [1.341500, -1.806773, -2.859732], [2.070691, -1.099206, -3.996598], [-0.059154, 1.012578, -2.959915], [-0.024760, 2.089308, -2.167986], [0.026425, 1.436144, -0.318324], [-1.612102, 1.792833, 0.725243], [-2.010223, 3.255297, 0.922630], [1.642653, 1.947435, 0.692850], [1.890208, 3.440699, 0.895754], [-0.046355, 3.497058, -2.654431], [-0.013901, 3.812162, -4.017462], [-0.042415, 5.123333, -4.454060], [-0.104756, 6.169332, -3.539748], [-0.134133, 5.877299, -2.187175], [-0.102945, 4.557379, -1.756039], [-2.935787, -2.132439, -4.295880], [-1.218128, -2.499213, -4.309598], [-1.768212, -0.854696, -4.605903], [-2.065211, -2.357334, -1.925340], [-2.625081, -0.727904, -2.207848], [0.875978, -2.725613, -3.215816], [2.047279, -2.126957, -2.096702], [1.395185, -0.834667, -4.813497], [2.854193, -1.735847, -4.416575], [2.541987, -0.170478, -3.664968], [-0.102769, 1.111305, -4.044835], [-1.473874, 1.307813, 1.694322], [-2.430257, 1.254158, 0.248034], [-1.229467, 3.853567, 1.398032], [-2.895624, 3.314203, 1.560316], [-2.264905, 3.734546, -0.023790], [2.504868, 1.494094, 0.204073], [1.569555, 1.444063, 1.660378], [2.100428, 3.951407, -0.045316], [2.758147, 3.589507, 1.543473], [1.049054, 3.954288, 1.367094], [0.036734, 3.018581, -4.749966], [-0.016695, 5.332895, -5.516463], [-0.129095, 7.195669, -3.882822], [-0.182577, 6.674808, -1.455959], [-0.128005, 4.365034, -0.691929], [-0.195460, -4.645573, -1.430157], [0.156351, -3.149219, 0.090930], [1.163374, -3.383814, 0.430445], [-0.567181, -3.458403, 0.842885], [-4.912240, -1.335550, 0.804930], [-3.273467, -1.286724, 0.639777], [-2.111408, -1.239144, 0.546569]],
  "atomic_forces_ev_per_a": [[0.1136, -0.3390, 0.7334], [0.0542, 0.0487, -0.0070], [-0.2380, -0.0343, 0.3330], [0.1133, -0.0413, -0.1194], [-0.2151, 0.0124, -0.0962], [0.0463, 0.0182, -0.0003], [0.1234, 0.0183, 0.0425], [-0.1447, -0.0469, 0.0551], [0.0067, -0.0056, -0.0937], [-0.0435, -0.0104, -0.0937], [0.0552, 0.0108, -0.0079], [0.0365, 0.0386, 0.0338], [-0.0317, -0.0536, -0.0117], [-0.0097, -0.0728, 0.0066], [-0.0037, 0.0401, 0.0734], [0.0226, 0.0142, -0.0555], [-0.0264, -0.0491, 0.0166], [0.0413, 0.0266, 0.0002], [-0.0106, 0.0019, 0.0273], [-0.0007, 0.0027, -0.0064], [0.0135, -0.0245, -0.0567], [-0.0050, -0.0038, 0.0221], [-0.0038, -0.0011, 0.0037], [-0.0007, 0.0034, -0.0020], [0.0018, 0.0064, -0.0041], [-0.0035, 0.0270, -0.0629], [-0.0054, -0.0054, -0.1389], [-0.0412, -0.0045, -0.0082], [-0.0270, 0.1119, -0.4248], [0.0598, 0.0072, -0.0112], [0.0407, 0.0873, -0.0379], [-0.0183, -0.0575, -0.2162], [-0.0092, 0.1629, -0.1497], [-0.0260, -0.2176, -0.0421], [-0.0643, 0.0460, 0.0361], [-0.0360, 0.0646, -0.0060], [0.0585, -0.0442, 0.0885], [0.0067, 0.1106, -0.0121], [0.0074, -0.1194, 0.0716], [0.0197, -0.0565, 0.0201], [-0.0089, 0.0543, 0.0001], [0.0029, -0.0193, -0.0302], [0.0011, 0.0092, 0.0109], [-0.0195, 0.1317, 0.0775], [-0.0165, 0.0039, 0.0473], [0.0090, -0.0257, 0.0355], [-0.0057, 0.0258, 0.0090], [0.0307, 0.0077, -0.0105], [0.0125, 0.0330, -0.0206], [-0.0089, 0.1013, -0.0543], [-0.0385, 0.0098, 0.1194], [-0.0264, -0.0122, 0.0046], [0.0073, 0.0004, 0.0000], [0.0060, 0.0053, 0.0139], [-0.0088, 0.0202, -0.0338], [0.0402, -0.0171, 0.0053], [0.0551, -0.0055, -0.0426], [0.0175, -0.0293, 0.0042], [0.0009, 0.0138, 0.0050], [0.0160, -0.0049, -0.0127], [-0.0590, 0.0219, -0.0407], [-0.0507, 0.0157, -0.0403], [-0.0187, -0.0145, -0.0135], [0.0011, 0.0002, 0.0002], [-0.0118, -0.0284, 0.0058], [0.0046, -0.0280, -0.0055], [0.0016, 0.0050, 0.0004], [0.0011, 0.0089, 0.0028], [0.0014, 0.0102, -0.0077], [0.0033, -0.0825, -0.0125], [-0.0962, 0.0148, 0.0648], [0.0066, 0.1035, -0.0543], [-0.0096, -0.0507, -0.0017], [0.0637, -0.0392, 0.0924], [0.4794, 0.0202, -0.0574], [-0.4970, -0.0125, 0.0855], [0.2574, 0.0807, -0.0459]],
  "lowdin_charge": [0.239, -0.171, -0.008, -0.083, -0.347, -0.065, -0.109, -0.190, -0.027, -0.207, -0.059, -0.099, -0.104, -0.073, -0.030, 0.089, 0.116, 0.131, 0.089, 0.077, 0.092, 0.102, 0.095, 0.095, 0.105, 0.090, -0.180, -0.389, 0.837, -0.398, -0.186, -0.240, -0.330, 0.968, -0.349, -0.170, -0.342, -0.171, -0.219, -0.040, -0.093, -0.105, -0.084, -0.064, 0.066, 0.053, 0.056, 0.002, 0.059, -0.027, 0.028, 0.057, 0.063, 0.060, 0.050, 0.043, 0.044, 0.048, 0.068, 0.060, 0.048, 0.052, 0.059, 0.067, 0.048, 0.099, 0.097, 0.094, 0.101, 0.068, 0.689, -0.684, -0.047, -0.079, 0.416, -0.972, 0.017]
}